{"formula": "C49H69N3O24S2", "method": "ωB97M-V/def2-TZVPD", "energy_ev": -127212.1697, "gap_ev": 7.834, "smiles": "CCCNc1cccc2c1Nc1ccc(CNC)c(S)c1S2.C[C@@H]1COC(=O)O1.C[C@@H]1COC(=O)O1.C[C@@H]1COC(=O)O1.C[C@@H]1COC(=O)O1.C[C@@H]1COC(=O)O1.C[C@@H]1COC(=O)O1.C[C@@H]1COC(=O)O1.C[C@@H]1COC(=O)O1", "total_charge": 0, "e_lumo_ev": 0.1, "elements": ["C", "C", "C", "N", "C", "C", "C", "C", "C", "C", "N", "C", "C", "C", "C", "C", "N", "C", "C", "S", "C", "S", "H", "H", "H", "H", "H", "H", "H", "H", "H", "H", "H", "H", "H", "H", "H", "H", "H", "H", "H", "H", "H", "C", "C", "C", "O", "C", "O", "O", "H", "H", "H", "H", "H", "H", "C", "C", "C", "O", "C", "O", "O", "H", "H", "H", "H", "H", "H", "C", "C", "C", "O", "C", "O", "O", "H", "H", "H", "H", "H", "H", "C", "C", "C", "O", "C", "O", "O", "H", "H", "H", "H", "H", "H", "C", "C", "C", "O", "C", "O", "O", "H", "H", "H", "H", "H", "H", "C", "C", "C", "O", "C", "O", "O", "H", "H", "H", "H", "H", "H", "C", "C", "C", "O", "C", "O", "O", "H", "H", "H", "H", "H", "H", "C", "C", "C", "O", "C", "O", "O", "H", "H", "H", "H", "H", "H"], "positions_angstrom": [[-5.59066, 3.75525, -3.76582], [-5.00883, 2.29065, -3.69644], [-4.81011, 1.72758, -2.23994], [-4.10822, 2.66826, -1.30868], [-3.10664, 1.90543, -0.59980], [-3.60721, 0.96137, 0.43948], [-2.69755, 0.11600, 1.23860], [-1.24908, 0.15859, 1.00362], [-0.76454, 1.10648, -0.07641], [-1.64667, 1.97629, -0.87199], [-1.12462, 2.87331, -1.88777], [-0.21662, 2.23841, -2.81510], [-0.33710, 2.40688, -4.27958], [0.58440, 1.74097, -5.19481], [1.70603, 0.87471, -4.73548], [2.58682, 0.19286, -5.83630], [4.02280, 0.11984, -5.52737], [4.67868, -1.06694, -6.13502], [1.84847, 0.72315, -3.28003], [3.15571, -0.32748, -2.56346], [0.91562, 1.39668, -2.35484], [1.02923, 1.23487, -0.53653], [-5.95044, 3.91508, -4.82484], [-4.80619, 4.54386, -3.58327], [-6.50114, 3.90459, -3.11709], [-4.05408, 2.16342, -4.27006], [-5.77380, 1.62480, -4.19963], [-5.76360, 1.32567, -1.78511], [-4.13545, 0.82219, -2.34010], [-3.71189, 3.46486, -1.80794], [-4.69912, 0.84917, 0.65808], [-3.13873, -0.57118, 1.98533], [-0.57886, -0.49559, 1.61294], [-1.85808, 3.40113, -2.35997], [-1.17492, 3.06621, -4.61918], [0.44977, 1.86440, -6.29296], [2.12132, -0.80563, -6.06421], [2.44430, 0.80818, -6.78070], [4.50813, 0.97327, -5.81156], [5.36942, -0.78256, -6.98658], [5.26910, -1.66419, -5.37601], [3.94238, -1.79172, -6.58023], [3.91505, 0.53822, -1.79411], [6.87743, -0.33484, 0.38457], [7.43820, -1.41252, -0.51612], [6.59539, -1.67497, -1.73393], [6.88079, -3.04151, -2.01887], [7.20785, -3.62466, -0.83069], [7.28981, -4.79889, -0.66056], [7.42621, -2.68713, 0.13215], [7.61535, -0.05088, 1.13775], [6.61019, 0.55823, -0.18384], [5.99897, -0.69259, 0.92530], [8.47217, -1.18052, -0.79164], [6.87130, -1.03786, -2.57436], [5.52078, -1.57427, -1.54814], [-5.28148, -3.96572, 5.41034], [-5.83697, -2.74835, 4.70660], [-7.01200, -3.05448, 3.81934], [-6.92029, -2.03465, 2.82661], [-5.60558, -1.70010, 2.73760], [-5.13616, -1.04181, 1.85810], [-4.89314, -2.21032, 3.77142], [-4.56776, -3.66483, 6.17922], [-6.07466, -4.54305, 5.88905], [-4.73958, -4.60859, 4.71594], [-6.07950, -1.96529, 5.43194], [-7.96122, -2.99517, 4.35112], [-6.94016, -4.02867, 3.32622], [-1.77922, -5.84237, 0.48794], [-2.53568, -5.25015, 1.65512], [-2.27618, -3.78364, 1.85453], [-2.48585, -3.62277, 3.25826], [-2.19327, -4.82042, 3.83192], [-2.04804, -4.98456, 5.00622], [-2.08808, -5.80117, 2.89997], [-2.14890, -6.84629, 0.27073], [-1.89521, -5.23619, -0.40964], [-0.71681, -5.94282, 0.71651], [-3.60776, -5.45406, 1.55958], [-2.96424, -3.15818, 1.28472], [-1.24943, -3.48855, 1.61907], [-0.37580, 3.04174, 3.04111], [-0.07703, 2.59545, 4.45306], [-1.20316, 2.85461, 5.41591], [-0.51729, 3.00963, 6.65671], [0.72780, 3.47637, 6.35688], [1.48667, 3.92352, 7.15634], [0.98586, 3.36438, 5.02538], [0.37629, 2.65566, 2.36038], [-1.34819, 2.68404, 2.69668], [-0.35143, 4.13046, 2.96489], [0.22038, 1.54175, 4.46609], [-1.90853, 2.02508, 5.46274], [-1.75165, 3.77720, 5.20278], [3.04918, 6.17555, -4.31237], [1.62616, 6.52119, -4.68639], [0.96553, 7.48020, -3.73538], [-0.41616, 7.12986, -3.86068], [-0.45055, 5.81895, -4.20791], [-1.43680, 5.13993, -4.18253], [0.77140, 5.37547, -4.58877], [3.53306, 5.64065, -5.13341], [3.63198, 7.07047, -4.09875], [3.07952, 5.51350, -3.44566], [1.58245, 6.89230, -5.71563], [1.13037, 8.52062, -4.01380], [1.26834, 7.33812, -2.69653], [-1.07530, -6.52051, -5.95491], [-0.78191, -6.98565, -4.54632], [-1.91109, -6.73477, -3.58351], [-1.22914, -6.59737, -2.33844], [0.01930, -6.13011, -2.63112], [0.77584, -5.69475, -1.82314], [0.28019, -6.22680, -3.96129], [-0.31568, -6.89797, -6.64238], [-2.04946, -6.87583, -6.29563], [-1.04658, -5.43130, -6.02296], [-0.48708, -8.03989, -4.54539], [-2.61890, -7.56294, -3.54902], [-2.45676, -5.80818, -3.78665], [1.04472, -3.49096, 6.29969], [1.34498, -3.96161, 7.70410], [0.22118, -3.71342, 8.67281], [0.90925, -3.58188, 9.91476], [2.15607, -3.11572, 9.62069], [2.91794, -2.68545, 10.42703], [2.41162, -3.20663, 8.28786], [1.80074, -3.86707, 5.60685], [0.06795, -3.84446, 5.96318], [1.07428, -2.40123, 6.23435], [1.63832, -5.01623, 7.69916], [-0.48759, -4.54051, 8.70712], [-0.32361, -2.78515, 8.47549], [1.29433, 5.18132, 0.81871], [2.61730, 5.37976, 0.11979], [3.67401, 5.99584, 0.99534], [4.49867, 6.67603, 0.04858], [3.69798, 6.99963, -1.00056], [4.00074, 7.75944, -1.86853], [2.50930, 6.34462, -0.93353], [0.63374, 4.56052, 0.20751], [1.42719, 4.69052, 1.78249], [0.78144, 6.13434, 0.96783], [2.96322, 4.43704, -0.31661], [4.24666, 5.24821, 1.54332], [3.27738, 6.72971, 1.70299]], "forces_ev_per_angstrom": [[0.0760, -0.1245, -0.8656], [-1.0011, -0.1446, 0.4898], [0.2810, -0.8409, -0.8017], [0.8199, -1.0980, -0.1756], [0.8756, -1.3392, 2.0985], [2.3906, 0.1835, -0.2139], [1.3177, 1.6232, -2.0143], [-1.8153, 2.0137, -2.0441], [-1.1543, -0.2283, 0.1317], [-1.4022, -1.3929, 1.9124], [0.6014, -1.8262, 0.2005], [2.1540, -1.1774, -2.2737], [0.9373, -1.2758, 1.1415], [0.4532, -0.5046, 2.1595], [-1.7679, 1.5157, 1.2215], [-0.7126, 1.1024, -0.1830], [-0.2370, -0.9850, -0.7126], [0.6100, -0.4403, -0.3242], [-1.0509, 1.3121, -0.3672], [-0.2476, 0.4585, 0.1324], [-1.4533, 0.6713, -1.0738], [-1.0294, -0.2181, -0.4235], [0.4326, -0.0295, 1.0488], [-0.8884, -0.7589, 0.0629], [1.1553, -0.2153, -0.4151], [-0.7583, 0.4242, 0.4749], [0.9114, 0.5500, 0.5265], [0.8370, 0.8302, -0.4503], [-0.8669, 0.7899, -0.0135], [-0.2197, -0.3461, 0.1098], [1.2270, 0.4064, -0.4758], [0.5836, 0.7280, -0.6469], [-0.4119, 0.8315, -0.8894], [0.4169, -0.2266, 0.0032], [1.0986, -0.8619, 0.0313], [0.0876, -0.0003, 1.0100], [0.8273, 0.7357, 0.3939], [-0.1749, -0.6402, 0.9112], [-0.4471, -0.4471, 0.1054], [-0.6155, -0.2955, 0.9519], [-0.5452, 0.7608, -0.7187], [0.5139, 0.8188, 0.4964], [-0.8738, -0.2161, -0.6718], [0.2384, -0.0463, 0.4892], [-0.2732, 0.7051, 0.3171], [-0.0652, 0.2544, -0.4861], [0.0770, -0.1134, 0.4281], [0.0394, -0.6067, 0.0349], [0.0222, 0.3388, -0.0378], [-0.0255, -0.2701, -0.4391], [-0.0569, 0.0467, -0.0610], [0.0472, -0.0656, -0.0560], [-0.0486, -0.0368, -0.2123], [-0.0497, -0.0672, -0.0657], [-0.0208, -0.1935, -0.0617], [0.0945, 0.0341, 0.1243], [0.4537, 0.1760, 0.1968], [0.0895, -0.7549, 0.5871], [-0.4943, -0.0645, 0.1420], [0.4742, 0.1002, -0.1377], [0.0540, 0.2236, -0.1856], [-0.6579, -0.4905, 0.3780], [-0.5261, 0.3656, -0.4336], [-0.0312, -0.0923, -0.0478], [-0.0407, 0.0911, -0.0483], [-0.1951, 0.0085, -0.0440], [-0.0486, 0.0208, -0.1175], [0.0038, 0.1349, -0.1713], [0.1216, -0.0035, 0.0999], [-0.1042, -0.4934, 0.2665], [0.3554, -0.1898, -0.8850], [-0.2250, 0.4752, -0.3167], [0.3042, -0.5396, 0.2948], [0.1351, -0.0252, 0.2381], [-0.0667, 0.0534, -0.2219], [-0.1819, 0.4285, 0.5154], [0.0154, 0.0912, -0.0720], [-0.0273, 0.0273, 0.1196], [-0.0341, 0.2318, -0.0345], [0.0127, 0.0834, 0.0977], [-0.0005, 0.0882, 0.2193], [-0.0120, -0.1536, -0.0601], [0.2528, 0.0828, -0.1105], [-0.4084, 0.0442, -0.8111], [-0.4179, -0.2618, 0.1306], [0.3595, 0.1818, -0.1685], [0.3644, 0.1735, 0.4685], [-0.1944, -0.1285, -0.2475], [-0.1385, -0.0410, 0.4823], [0.0500, -0.0768, -0.1695], [0.0324, -0.0775, 0.0858], [-0.1609, -0.0366, 0.1793], [-0.0409, 0.0365, 0.0942], [0.0803, 0.0409, 0.1754], [0.0922, -0.0160, -0.1366], [0.1869, -0.4802, -0.4761], [0.9555, 0.1295, 0.1976], [0.1615, 0.5743, 0.1362], [-0.1411, -0.6265, -0.1074], [-0.1514, -0.0450, -0.0022], [0.0452, 0.4188, 0.0879], [-0.7186, 0.1829, 0.0695], [-0.0363, 0.0384, 0.0230], [-0.1273, -0.0224, 0.0077], [-0.1368, 0.1898, 0.0655], [-0.1134, -0.0104, 0.0504], [-0.2276, -0.0530, -0.0092], [0.0759, -0.0982, -0.1255], [0.4676, 0.0272, -0.2695], [-0.3276, 0.0936, -0.7854], [-0.4397, -0.2774, 0.1013], [0.3322, 0.1135, -0.3175], [0.5183, 0.1940, 0.3502], [-0.2587, -0.1390, -0.1837], [-0.1922, -0.0653, 0.5257], [-0.0934, 0.0013, 0.0104], [0.0304, -0.0317, 0.0831], [-0.1426, -0.0419, 0.1584], [-0.0413, 0.0407, 0.1014], [0.0802, 0.0363, 0.1890], [0.1003, -0.0090, -0.1395], [0.4085, 0.0053, -0.3264], [-0.3380, 0.1165, -0.8069], [-0.4361, -0.2773, 0.1154], [0.3433, 0.1819, -0.1448], [0.3926, 0.1825, 0.4004], [-0.2004, -0.1477, -0.2214], [-0.1569, -0.0655, 0.5350], [-0.0793, 0.0034, 0.0125], [0.0240, -0.0489, 0.0931], [-0.1214, -0.0344, 0.1811], [-0.0461, 0.0389, 0.0944], [0.0793, 0.0412, 0.1704], [0.0965, -0.0119, -0.1378], [-0.4291, -0.0555, -0.4575], [-0.6198, -0.4000, 0.6459], [0.2785, -0.2174, 0.3746], [-0.3205, 0.1642, -0.3998], [0.2771, 0.2682, -0.1745], [-0.1126, -0.1180, 0.2681], [0.5536, 0.2635, -0.0815], [0.0465, -0.0557, 0.0887], [0.1410, 0.0328, -0.0746], [0.2066, 0.0482, 0.1100], [0.0447, 0.0682, -0.0041], [0.1232, 0.1246, -0.1214], [-0.1194, -0.0633, -0.0651]], "mulliken_charge": [-1.02, -0.42, -0.52, -0.40, 0.18, -0.20, -0.47, -0.97, 0.96, -0.96, 0.20, -0.38, -0.44, -1.26, 0.32, -0.70, -0.16, -0.68, 0.87, -0.20, 0.49, -0.20, 0.37, 0.23, 0.29, 0.13, 0.36, 0.34, 0.30, 0.47, 0.38, 0.53, 0.51, 0.11, 0.19, 0.25, 0.30, 0.20, 0.25, 0.31, 0.12, 0.26, 0.13, -1.41, 0.50, -0.01, -0.35, 0.57, -0.53, -0.37, 0.37, 0.35, 0.35, 0.27, 0.40, -0.14, -1.25, 0.50, -0.58, -0.39, 0.51, -0.41, -0.17, 0.37, 0.41, 0.14, 0.20, 0.32, 0.31, -1.61, 0.76, -0.48, -0.17, 0.48, -0.60, -0.39, 0.42, 0.33, 0.32, 0.28, 0.35, 0.29, -1.20, 0.48, -0.47, -0.35, 0.57, -0.54, -0.32, 0.15, 0.36, 0.46, 0.27, 0.28, 0.34, -1.28, 0.42, -0.08, -0.39, 0.58, -0.57, -0.18, 0.43, 0.38, 0.16, 0.25, 0.34, 0.02, -1.45, 0.48, -0.54, -0.23, 0.59, -0.51, -0.32, 0.36, 0.36, 0.36, 0.25, 0.34, 0.31, -1.21, 0.55, -0.44, -0.34, 0.60, -0.53, -0.36, 0.38, 0.19, 0.33, 0.23, 0.30, 0.31, -1.21, 0.52, -0.47, -0.37, 0.51, -0.53, -0.23, 0.15, 0.28, 0.44, 0.12, 0.37, 0.30]}